(1)
8 unconnected molecules or ions with the total composition C71H63F14NO17PS3 at a distorted geometry, computed with ωB97M-V/def2-TZVPD.

```
170
Properties=species:S:1:pos:R:3:lowdin_charge:R:1
C 3.00594 -6.36289 3.73067 -0.07
C 2.03111 -5.57561 2.71497 -0.24
O 0.86710 -4.99267 3.35183 -0.28
C -0.31167 -5.09346 2.48691 -0.17
C -1.26339 -3.76364 2.63201 -0.39
P -0.72172 -3.12144 4.33706 0.47
S -1.84787 -1.70455 5.05136 0.23
C -0.82739 -2.84190 1.35575 -0.21
C 0.55355 -2.04283 1.39557 -0.10
C 0.93628 -1.55518 -0.10004 -0.17
C 1.12249 -0.03341 -0.40142 -0.03
C 1.44195 0.39529 -1.85256 -0.04
C 1.58895 -0.60867 -3.05061 0.00
C 1.44636 -2.12197 -2.74852 -0.20
C 1.58731 -3.19859 -3.94888 -0.09
C 1.13147 -2.53275 -1.29452 -0.01
C -2.21202 -2.02824 1.19918 -0.22
C -2.31077 -0.74977 0.26111 -0.10
C -3.65243 0.09514 0.41203 -0.18
C -4.41582 0.42094 -0.92668 -0.03
C -5.70483 1.26284 -0.98977 -0.02
C -6.29915 1.84325 0.33841 -0.21
C -7.61017 2.73837 0.20891 -0.10
C -5.56054 1.49990 1.64833 -0.02
C -4.24333 0.64698 1.72711 -0.01
N -3.29893 -3.08078 1.20112 -0.09
S -3.88633 -3.78367 -0.27118 0.91
O -5.32125 -4.20901 -0.00953 -0.24
O -3.97988 -2.83190 -1.44056 -0.23
C -2.99966 -5.29465 -0.89079 -0.30
F -1.81099 -5.64427 -0.21760 0.07
F -3.88460 -6.41173 -0.74931 0.08
C -2.70233 -5.21772 -2.49176 -0.34
F -3.89291 -5.15395 -3.25224 0.13
F -1.77252 -4.21758 -2.80817 0.11
F -2.11019 -6.47485 -2.83050 0.10
C -2.85532 -3.96712 2.36508 -0.21
C -3.52801 -5.39436 2.59872 -0.10
C -5.05144 -5.17475 3.03512 -0.07
C -5.99815 -6.46119 2.83880 -0.30
F -5.59885 -7.13764 1.62283 0.04
F -5.68879 -7.37256 3.87879 0.07
C -7.54600 -6.13378 2.63486 -0.30
F -8.09851 -7.22492 1.88406 0.06
F -7.75156 -4.99240 1.79446 0.06
S -8.59373 -5.93320 4.16223 1.00
F -8.90309 -4.32705 3.70751 -0.19
F -7.34735 -5.39990 5.12334 -0.16
F -8.44973 -7.52004 4.62330 -0.14
F -9.94651 -6.34636 3.22862 -0.17
F -9.61886 -5.71158 5.45597 -0.15
H 4.09974 -6.03490 3.58408 0.09
H 2.98925 -7.48110 3.43866 0.08
H 2.70814 -6.27618 4.82712 0.07
H 1.76901 -6.32844 1.87863 0.13
H 2.69392 -4.77808 2.19899 0.13
H -0.85451 -6.06024 2.75470 0.14
H 0.09079 -5.07182 1.40866 0.12
H 0.62242 -2.58389 4.25295 0.03
H -0.63892 -4.18211 5.32361 0.02
H -0.77320 -3.40698 0.36344 0.12
H 1.40271 -2.71474 1.79602 0.12
H 0.45911 -1.10530 2.05700 0.13
H 0.99795 0.69335 0.47530 0.10
H 1.56631 1.49607 -2.12833 0.07
H 1.79009 -0.28869 -4.12406 0.10
H 2.34808 -4.00125 -3.67806 0.08
H 0.55922 -3.71884 -4.06822 0.07
H 1.78646 -2.68961 -4.95070 0.07
H 1.00979 -3.65312 -1.04322 0.10
H -2.32262 -1.55801 2.25745 0.13
H -2.17216 -1.02624 -0.83815 0.12
H -1.43445 -0.04519 0.52374 0.13
H -3.99218 0.04045 -1.91805 0.10
H -6.16523 1.46616 -2.02452 0.11
H -7.46197 3.43647 -0.70113 0.09
H -7.77875 3.44981 1.09969 0.09
H -8.56200 2.13880 -0.02289 0.09
H -5.99519 1.93396 2.61888 0.10
H -3.72582 0.45453 2.72409 0.09
H -4.14674 -2.57497 1.56537 0.19
H -3.28701 -3.35634 3.25631 0.12
H -2.99300 -5.86046 3.51241 0.15
H -3.35541 -6.11626 1.73682 0.11
H -5.03966 -4.98705 4.17743 0.15
H -5.52512 -4.21508 2.59840 0.13
C 6.83677 -0.10478 -4.30147 0.03
C 5.76568 -0.49879 -4.99283 0.02
C 4.92719 -1.62472 -4.53083 -0.37
O 3.94915 -1.98706 -5.16234 0.07
C 5.31900 -2.29659 -3.27341 0.02
C 6.38890 -1.90339 -2.58239 0.03
C 7.22833 -0.77689 -3.04403 -0.38
O 8.20350 -0.41667 -2.41243 0.11
H 7.46211 0.71591 -4.62403 0.11
H 5.46461 -0.01922 -5.91236 0.10
H 4.69278 -3.11871 -2.94976 0.11
H 6.69015 -2.38482 -1.66018 0.12
C 3.38382 6.22117 -1.24196 0.03
C 3.45002 4.92504 -0.93663 0.03
C 3.22220 3.88405 -1.95995 -0.37
O 3.28012 2.69918 -1.68185 0.07
C 2.91983 4.33457 -3.33567 0.03
C 2.85367 5.63047 -3.64100 0.03
C 3.08165 6.67162 -2.61655 -0.37
O 3.02289 7.85599 -2.89526 0.08
H 3.54686 6.99710 -0.50489 0.13
H 3.67082 4.57814 0.06506 0.13
H 2.75634 3.55831 -4.07320 0.12
H 2.63249 5.97764 -4.64311 0.12
C -0.24297 3.37102 5.63952 0.02
C 0.72261 3.69649 6.50008 0.03
C 1.51733 2.65785 7.19001 -0.39
O 2.39644 2.95369 7.97601 0.11
C 1.20138 1.24527 6.88797 0.03
C 0.23571 0.91959 6.02747 -0.01
C -0.55899 1.95875 5.33742 -0.39
O -1.44005 1.66293 4.54920 0.06
H -0.83492 4.11849 5.12613 0.12
H 0.96715 4.72572 6.73185 0.13
H 1.79353 0.49793 7.40145 0.12
H -0.00880 -0.10998 5.79579 0.02
C -2.12008 7.15753 -1.00091 0.02
C -3.02419 7.80385 -1.73804 0.02
C -2.61425 8.74250 -2.80541 -0.37
O -3.43847 9.33323 -3.47664 0.12
C -1.16412 8.93529 -3.02433 0.04
C -0.26134 8.28771 -2.28539 0.03
C -0.67055 7.35036 -1.21986 -0.38
O 0.15560 6.75691 -0.54657 0.09
H -2.40202 6.46744 -0.21530 0.12
H -4.08939 7.67351 -1.59123 0.12
H -0.87780 9.62831 -3.81382 0.08
H 0.80345 8.41722 -2.43089 0.09
C 5.71349 2.66213 -9.73773 0.03
C 6.15641 1.83944 -8.78608 0.03
C 6.27899 2.28627 -7.38278 -0.35
O 6.68556 1.53540 -6.51255 0.05
C 5.89068 3.67872 -7.07388 0.03
C 5.44777 4.50179 -8.02509 0.03
C 5.32490 4.05510 -9.42932 -0.38
O 4.91939 4.80383 -10.29645 0.12
H 5.61803 2.35196 -10.77073 0.13
H 6.44439 0.81643 -8.99478 0.13
H 5.98642 3.98860 -6.04052 0.12
H 5.15999 5.52481 -7.81620 0.12
C 2.56548 11.84879 -6.89133 0.03
C 1.43179 11.95586 -6.19707 0.03
C 1.05148 10.94287 -5.19035 -0.35
O 0.01395 11.03845 -4.55614 0.08
C 1.97601 9.80817 -4.98149 0.03
C 3.10896 9.70101 -5.67509 0.03
C 3.49017 10.71376 -6.68229 -0.38
O 4.52484 10.61752 -7.31416 0.11
H 2.85973 12.58071 -7.63305 0.13
H 0.74402 12.78063 -6.33711 0.12
H 1.68296 9.07734 -4.24113 0.08
H 3.79628 8.87602 -5.53430 0.12
C 3.66172 -6.63173 9.09100 0.03
C 3.41034 -5.67781 8.19351 0.02
C 2.02716 -5.25079 7.89565 -0.40
O 1.79700 -4.38040 7.07388 0.07
C 0.93352 -5.91993 8.63142 0.02
C 1.18421 -6.87381 9.52895 0.03
C 2.56797 -7.30136 9.82720 -0.38
O 2.79756 -8.16900 10.64615 0.12
H 4.66844 -6.95741 9.32110 0.13
H 4.19950 -5.17693 7.64633 0.12
H -0.07326 -5.59399 8.40124 0.12
H 0.39494 -7.37442 10.07601 0.13
```

For the frontier orbital gap, the calculation gives 6.6 eV. The strongest force on any atom is 10.3 eV/A. As for the spin multiplicity: 1. The calculation puts the highest occupied orbital energy at -10.77 eV. The charge is +1.


(2)
A single C6H14N2 molecule at a distorted geometry, computed with ωB97M-V/def2-TZVPD.

```
22
Properties=species:S:1:pos:R:3:lowdin_charge:R:1
C -0.59108 0.69547 0.29738 -0.45
C -2.06782 -0.32936 0.75784 -0.16
C 2.74196 -1.12607 0.24909 -0.09
C -2.75944 -0.90071 -0.45737 -0.15
N 0.22895 -0.37326 -0.01955 0.03
C 1.86800 0.06680 0.01553 -0.27
N -0.91448 1.55606 -0.75129 0.05
C 2.34991 1.28345 -0.20507 0.02
H 0.17302 -1.17689 0.58729 0.08
H -0.32603 1.26464 1.19453 0.13
H -0.42897 2.43968 -0.77156 0.07
H -1.02064 1.09827 -1.64694 0.09
H -1.78716 -1.09384 1.48101 0.08
H -2.67291 0.42000 1.26655 0.08
H 3.79953 -0.88491 0.11607 0.08
H 2.60609 -1.51908 1.25967 0.08
H 2.49071 -1.92215 -0.45479 0.08
H -3.01602 -0.10899 -1.16227 0.06
H -3.69763 -1.39130 -0.18362 0.07
H -2.12880 -1.62707 -0.97003 0.06
H 1.74049 2.17345 -0.26508 0.04
H 3.41231 1.45581 -0.33740 0.06
```

For the frontier orbital gap, the calculation gives 9.4 eV. The strongest force on any atom is 6.8 eV/A. As for the spin multiplicity: 1. The calculation puts the highest occupied orbital energy at -8.37 eV. The charge is 0. As for the SMILES: C=C(C)N[C@@H](N)CC.


(3)
A molecular structure, C8H7O6Sc at a distorted geometry, computed with ωB97M-V/def2-TZVPD.

```
22
Properties=species:S:1:pos:R:3:lowdin_charge:R:1
O 4.36670 2.50274 -1.21321 0.30
C 4.03084 2.08055 -0.18113 0.05
Sc 1.01279 0.37756 1.28216 1.13
O 1.36123 0.26250 -2.05017 0.21
C 0.92102 0.54060 -0.96251 -0.36
C 3.14626 1.41442 0.70614 -0.29
O 2.15219 2.10591 1.22621 -0.14
C 0.04599 1.67979 -0.70307 0.00
O -0.32642 2.69682 -1.19082 0.33
C 1.96690 -1.48624 0.39942 0.04
O 2.41128 -2.33251 -0.24720 0.23
H 3.20114 0.27792 0.99116 0.11
C -1.96227 -2.20565 -0.00301 0.04
C -1.92458 -0.77304 0.45238 -0.33
C -3.15536 0.04604 0.23289 0.04
O -0.94070 -0.28135 1.10359 -0.10
H -3.01796 -2.55165 -0.01946 0.12
H -1.36870 -2.81920 0.69065 0.11
H -1.54584 -2.30788 -1.02109 0.13
H -3.24760 0.75446 1.06077 0.12
H -3.06303 0.60529 -0.71506 0.13
H -4.06388 -0.58709 0.16135 0.12
```

For the frontier orbital gap (spin up / spin down), the calculation gives 5.0 / 5.0 eV. The strongest force on any atom is 9.8 eV/A. As for the spin multiplicity: 1. The calculation puts the highest occupied orbital energy (spin up / spin down) at -15.58 / -15.58 eV. The charge is +2.


(4)
A single C7H14N2S molecule at a distorted geometry, computed with ωB97M-V/def2-TZVPD.

```
24
Properties=species:S:1:pos:R:3:lowdin_spin:R:1
C 1.93168 -1.03632 0.14848 0.63
C -1.98254 1.01725 1.24060 0.00
C -2.32119 1.30066 -0.22217 0.00
C -1.42820 0.18360 0.12158 0.03
C 2.68244 -1.99014 1.00099 0.11
C 2.33093 -1.02835 -1.29936 0.10
C -1.86590 2.64219 -0.62319 0.00
N 0.88813 -0.44869 0.61457 0.62
N -0.00888 0.28419 -0.14225 0.34
S -2.04994 -1.46168 -0.06088 0.04
H -1.21975 1.65734 1.61974 0.00
H -2.65554 0.51567 1.80535 0.00
H -3.33178 1.12274 -0.69380 0.00
H 3.18527 -1.48647 1.81935 0.03
H 1.98008 -2.71265 1.50276 0.03
H 3.23922 -2.68963 0.33059 0.00
H 1.65062 -1.62016 -1.88523 0.04
H 3.15724 -1.70270 -1.42953 0.00
H 2.35448 -0.08053 -1.68511 0.01
H -0.79692 2.77288 -0.50707 0.00
H -2.32482 3.41944 0.09632 0.00
H -2.00979 3.00611 -1.77314 0.00
H 0.13515 0.12556 -1.10319 0.01
H -1.53999 -1.79029 1.12457 0.01
```

For the frontier orbital gap (spin up / spin down), the calculation gives 5.5 / 7.7 eV. The strongest force on any atom is 11.5 eV/A. As for the spin multiplicity: 3. The calculation puts the highest occupied orbital energy (spin up / spin down) at -4.72 / -9.24 eV. The charge is 0.


(5)
2 unconnected molecules or ions with the total composition C11H24O3P, computed with ωB97M-V/def2-TZVPD.

```
39
Properties=species:S:1:pos:R:3:lowdin_charge:R:1
C 2.37523 0.24958 -0.49126 -0.06
C 1.82166 1.38477 -1.34843 -0.26
O 1.71033 2.60614 -0.64830 -0.14
C 0.61225 2.70046 0.22982 -0.23
C -0.53467 3.50446 -0.40068 -0.16
C -1.91171 3.30064 0.23831 -0.19
C -2.76974 2.14568 -0.30382 -0.25
C -1.99306 0.85481 -0.63063 -0.38
P -3.15352 -0.48689 -0.97084 1.09
H 3.45869 0.30754 -0.40874 0.08
H 2.08662 -0.70971 -0.92711 0.06
H 1.94087 0.27364 0.51101 0.07
H 0.85226 1.09456 -1.78052 0.10
H 2.50285 1.58929 -2.17389 0.12
H 0.28902 1.71583 0.58875 0.10
H 0.96845 3.24094 1.11012 0.13
H -0.27685 4.55659 -0.26301 0.12
H -0.55378 3.35588 -1.48589 0.12
H -1.81600 3.21208 1.32444 0.12
H -2.49804 4.20439 0.06028 0.12
H -3.54858 1.91052 0.42893 0.11
H -3.28845 2.47585 -1.20919 0.12
H -1.37839 0.96576 -1.52441 0.08
H -1.38500 0.49930 0.20337 0.07
H -4.45904 -0.00464 -1.04535 0.01
H -2.91505 -1.12683 -2.18446 0.01
H -3.14278 -1.43238 0.05184 0.01
O -0.39869 -1.64736 0.86343 0.06
C 0.45912 -2.47760 1.04594 -0.49
O 0.98946 -2.67194 2.25493 0.05
C 2.06170 -3.64028 2.19189 -0.13
C 1.78274 -4.44751 0.92941 -0.14
C 1.10924 -3.40448 0.03879 -0.07
H 3.00423 -3.09383 2.14013 0.13
H 2.04138 -4.22582 3.10596 0.13
H 2.67941 -4.88956 0.50306 0.12
H 1.08072 -5.25147 1.15174 0.12
H 1.83233 -2.82361 -0.53682 0.11
H 0.36477 -3.81480 -0.63882 0.13
```

For the frontier orbital gap, the calculation gives 9.3 eV. The strongest force on any atom is 0.4 eV/A. As for the spin multiplicity: 1. The calculation puts the highest occupied orbital energy at -12.26 eV. The charge is +1.


(6)
A single C4H9NO molecule at a distorted geometry, computed with ωB97M-V/def2-TZVPD.

```
15
Properties=species:S:1:pos:R:3:lowdin_charge:R:1
C -1.15652 -0.43973 0.48475 -0.13
C -0.01817 0.01320 -0.44814 -0.29
C -2.32545 -0.84339 -0.02939 0.02
C 0.50942 1.52265 -0.13195 -0.04
N 1.96427 -0.98931 0.47630 0.00
O 1.13933 -0.96345 -0.66247 -0.20
H -0.89341 -0.68552 1.53259 0.11
H -0.47033 0.08743 -1.44380 0.12
H -3.15465 -1.10181 0.49827 0.02
H 2.76755 -1.54206 0.23584 0.08
H -2.47942 -0.71087 -1.10501 0.07
H 1.18097 1.58504 0.69296 0.03
H -0.38643 2.14802 0.22993 0.11
H 1.05868 1.94686 -0.92807 0.05
H 2.26416 -0.02708 0.59817 0.05
```

For the frontier orbital gap, the calculation gives 9.8 eV. The strongest force on any atom is 3.7 eV/A. As for the spin multiplicity: 1. The calculation puts the highest occupied orbital energy at -8.66 eV. The charge is 0. As for the SMILES: C=C[C@@H](C)ON.


> Look up the strongest force on any atom of the sixth one.

3.7 eV/A


> Number 5 is which compound?

C11H24O3P